Molecular formula: ClFN2O3
Method: DFT, ωB97M-V/def2-TZVPD

Element x y z (Å)
Cl  1.139970  -2.397200  3.335371
F  0.151669  0.100985  -0.678653
O  -0.637695  2.169719  -0.847172
O  0.823985  1.495796  -2.277749
O  0.224383  -1.751230  1.632871
N  0.105538  1.488551  -1.388131
N  -0.886696  -1.844718  1.516877

Cartesian forces (eV/Å) of the 3 atoms listed first:
0.877 -0.624 1.659
-0.013 0.819 -0.444
-1.160 1.230 0.747

## Properties
**HOMO energy (spin up / spin down)**: -0.375 / -0.363 Ha
**Net charge**: 0
**HOMO-LUMO gap (spin up / spin down)**: 9.0 / 8.4 eV
**LUMO (spin up / spin down)**: -1.22 / -1.49 eV

Here is what Löwdin gives for the atomic charges, in e: atom 1 (Cl): 0.148, atom 2 (F): -0.095, atom 3 (O): 0.226, atom 4 (O): 0.231, atom 5 (O): -0.342, atom 6 (N): -0.356, atom 7 (N): 0.187